{"formula": "C2H3Cr", "method": "ωB97M-V/def2-TZVPD", "species": ["C", "H", "C", "H", "H", "Cr"], "xyz": [[0.7260, -0.6685, 0.2816], [1.6735, -1.2031, 0.4259], [0.1839, 0.0686, -0.6328], [0.4541, 0.4734, -1.6159], [-2.1566, 0.9903, 0.2817], [-0.8808, 0.3393, 1.2595]], "mulliken_spin": [-0.05, 0.03, 0.12, 0.01, -0.37, 4.26], "s2": 6.21, "gap_ev": [8.618, 8.490], "relative_energy_kj_mol": 168.2, "e_lumo_ev": [-6.85, -7.29], "homo_energy_ha": [-0.569, -0.580], "total_charge": 1, "spin_multiplicity": 5}

{"formula": "CH3O2PS", "method": "ωB97M-V/def2-TZVPD", "species": ["C", "O", "O", "P", "S", "H", "H", "H"], "xyz": [[0.9395, 0.0565, -0.1168], [1.1511, -1.9184, -1.6909], [-1.0119, -1.8154, -0.6306], [-0.4680, 1.8061, 1.0623], [0.1817, -1.1471, -0.9868], [1.5858, 0.5602, -0.8724], [-0.4063, 0.9422, 2.1258], [-1.9718, 1.5161, 1.1094]], "lowdin_charge": [-0.33, -0.33, -0.31, 0.71, 0.62, -0.01, -0.23, -0.13], "gap_ev": 8.230, "relative_energy_kj_mol": 553.0, "e_lumo_ev": -1.44, "homo_energy_ha": -0.355}

{"formula": "C43H50MoN2O2PS3", "method": "ωB97M-V/def2-TZVPD", "species": ["Mo", "C", "C", "C", "C", "C", "C", "N", "N", "C", "C", "C", "C", "C", "C", "H", "H", "H", "H", "H", "H", "H", "H", "H", "C", "C", "P", "C", "C", "C", "C", "H", "H", "H", "H", "H", "H", "H", "H", "H", "H", "H", "H", "H", "H", "H", "O", "C", "C", "C", "C", "C", "S", "C", "C", "C", "C", "S", "C", "C", "C", "C", "S", "H", "H", "H", "H", "H", "H", "H", "H", "H", "C", "C", "C", "C", "C", "C", "C", "C", "C", "C", "C", "C", "O", "H", "H", "H", "H", "H", "H", "H", "H", "H", "H", "H", "H", "H", "H", "H", "H", "H"], "xyz": [[-0.4125, -0.0912, 0.0409], [-2.7182, 0.7256, 5.4000], [-3.1729, 0.9402, 4.1099], [-2.3105, 0.8244, 3.0320], [-0.9728, 0.4919, 3.2234], [-0.5120, 0.3102, 4.5354], [-1.3790, 0.4164, 5.6044], [-0.0935, 0.4057, 2.1102], [1.1280, 0.5081, 2.4445], [2.0256, 0.6148, 1.4180], [3.3895, 0.7005, 1.7270], [4.3115, 0.8008, 0.7078], [3.8765, 0.8585, -0.6126], [2.5183, 0.7863, -0.9067], [1.5604, 0.6417, 0.0823], [-3.3915, 0.8160, 6.2414], [-4.2076, 1.2071, 3.9384], [-2.6819, 1.0507, 2.0472], [0.5310, 0.0903, 4.6932], [-1.0081, 0.2616, 6.6090], [3.6873, 0.6796, 2.7675], [5.3691, 0.8363, 0.9311], [4.5991, 0.9506, -1.4131], [2.2128, 0.8499, -1.9428], [1.7501, -0.7577, -4.1807], [0.5884, 0.2118, -3.9659], [-0.6507, -0.1913, -2.6508], [-1.3218, -1.8186, -3.1997], [-2.0405, -1.8772, -4.5459], [-1.9596, 1.0462, -3.0765], [-2.1414, 1.5201, -4.5193], [2.2955, -0.4614, -5.0769], [1.3912, -1.7762, -4.3323], [2.4612, -0.7563, -3.3562], [0.0288, 0.2811, -4.8981], [0.9590, 1.2144, -3.7326], [-1.9901, -2.1594, -2.4114], [-0.4693, -2.5049, -3.2033], [-3.0054, -1.3721, -4.5060], [-2.2238, -2.9201, -4.8061], [-1.4437, -1.4376, -5.3447], [-1.7351, 1.9196, -2.4655], [-2.9036, 0.6449, -2.7025], [-1.2974, 2.1178, -4.8604], [-3.0282, 2.1537, -4.5595], [-2.2924, 0.7009, -5.2186], [0.1427, -1.7362, 0.1981], [0.6257, -3.0396, 0.5272], [-0.5027, -4.0589, 0.4880], [-0.5299, -5.2799, 1.0862], [-1.6688, -6.0478, 0.7215], [-2.4795, -5.3981, -0.1485], [-1.8679, -3.8415, -0.5418], [1.6531, -3.4276, -0.5249], [1.9814, -2.7040, -1.6286], [2.9477, -3.3496, -2.4451], [3.3210, -4.5541, -1.9439], [2.5014, -4.9273, -0.4825], [1.2067, -3.0289, 1.9309], [0.4828, -3.0214, 3.0871], [1.3008, -3.0622, 4.2431], [2.6254, -3.0932, 3.9383], [2.9007, -3.0618, 2.2500], [0.2356, -5.6250, 1.7660], [-1.8617, -7.0432, 1.0924], [-3.4065, -5.7288, -0.5873], [1.5499, -1.7355, -1.8283], [3.3326, -2.9425, -3.3686], [4.0373, -5.2558, -2.3386], [-0.5984, -3.0116, 3.1113], [0.9099, -3.0749, 5.2495], [3.4645, -3.1533, 4.6127], [-4.3359, -1.4132, 0.8627], [-3.7914, -0.6796, -0.3689], [-4.4992, -1.2149, -1.6187], [-3.9486, 0.8294, -0.2713], [-5.2196, 1.3856, -0.3192], [-5.4048, 2.7580, -0.2969], [-4.3140, 3.6026, -0.1996], [-3.0246, 3.0985, -0.1148], [-1.8248, 4.0169, 0.0281], [-2.0120, 4.9926, 1.1939], [-1.5828, 4.7983, -1.2721], [-2.8526, 1.7102, -0.1660], [-1.5890, 1.1979, -0.0990], [-4.3323, -2.4888, 0.6798], [-5.3616, -1.1023, 1.0654], [-3.7401, -1.2146, 1.7507], [-2.7158, -0.9204, -0.4562], [-5.5798, -1.1471, -1.4947], [-4.2494, -2.2647, -1.7743], [-4.2299, -0.6545, -2.5149], [-6.0817, 0.7342, -0.3814], [-6.4052, 3.1648, -0.3574], [-4.4658, 4.6742, -0.1771], [-0.9484, 3.4007, 0.2398], [-2.7582, 5.7510, 0.9538], [-1.0723, 5.5052, 1.4003], [-2.3201, 4.4715, 2.1008], [-2.5187, 5.2119, -1.6491], [-1.1495, 4.1699, -2.0504], [-0.8927, 5.6231, -1.0919]], "lowdin_charge": [1.50, -0.07, -0.06, -0.03, -0.23, -0.02, -0.06, -0.06, 0.13, -0.30, -0.01, -0.06, -0.05, -0.11, -0.18, 0.11, 0.11, 0.08, 0.10, 0.11, 0.12, 0.11, 0.11, 0.06, -0.15, -0.37, 0.98, -0.41, -0.12, -0.36, -0.12, 0.09, 0.07, 0.04, 0.07, 0.08, -0.02, 0.07, 0.06, 0.08, 0.07, 0.05, 0.05, 0.07, 0.08, 0.06, -0.38, -0.48, -0.46, -0.12, -0.15, -0.37, 1.09, -0.48, -0.13, -0.17, -0.38, 1.07, -0.48, -0.12, -0.17, -0.38, 1.06, 0.13, 0.11, 0.07, 0.05, 0.10, 0.07, 0.13, 0.11, 0.07, -0.04, -0.38, -0.06, -0.15, -0.02, -0.05, -0.02, -0.14, -0.36, -0.06, -0.05, -0.26, -0.37, 0.07, 0.09, 0.07, 0.07, 0.09, 0.07, 0.06, 0.12, 0.11, 0.12, 0.12, 0.08, 0.08, 0.08, 0.08, 0.07, 0.08], "gap_ev": [6.811, 6.811], "e_lumo_ev": [-3.84, -3.84], "homo_energy_ha": [-0.391, -0.391], "total_charge": 1}

{"formula": "C4H5NO2", "method": "ωB97M-V/def2-TZVPD", "species": ["O", "C", "C", "C", "N", "C", "O", "H", "H", "H", "H", "H"], "xyz": [[2.6559, -0.1628, -0.6471], [1.4625, -0.2978, -0.5327], [0.6801, 0.3928, 0.5419], [-0.4864, 1.1971, 0.0619], [-0.7060, -0.0015, 0.8238], [-1.2650, -1.1155, 0.1625], [-1.7554, -1.0906, -0.9381], [0.8726, -0.9138, -1.2419], [1.2650, 0.7295, 1.3938], [-0.7339, 1.1591, -0.9969], [-0.7254, 2.1223, 0.5784], [-1.2640, -2.0188, 0.7945]], "lowdin_charge": [0.07, -0.22, -0.18, -0.07, -0.02, -0.31, 0.06, 0.13, 0.15, 0.12, 0.12, 0.14], "gap_ev": 10.870, "relative_energy_kj_mol": 192.7, "e_lumo_ev": 0.70, "homo_energy_ha": -0.374}

{"formula": "C20H60O10", "method": "ωB97M-V/def2-TZVPD", "species": ["C", "C", "O", "H", "H", "H", "H", "H", "H", "C", "C", "O", "H", "H", "H", "H", "H", "H", "C", "C", "O", "H", "H", "H", "H", "H", "H", "C", "C", "O", "H", "H", "H", "H", "H", "H", "C", "C", "O", "H", "H", "H", "H", "H", "H", "C", "C", "O", "H", "H", "H", "H", "H", "H", "C", "C", "O", "H", "H", "H", "H", "H", "H", "C", "C", "O", "H", "H", "H", "H", "H", "H", "C", "C", "O", "H", "H", "H", "H", "H", "H", "C", "C", "O", "H", "H", "H", "H", "H", "H"], "xyz": [[4.6811, 1.4343, -2.4997], [4.0101, 2.6851, -2.2415], [2.5639, 2.6900, -2.1479], [5.7439, 1.6294, -2.3505], [4.5537, 1.0762, -3.5094], [4.4548, 0.6507, -1.8085], [4.2792, 3.4981, -2.9434], [4.2804, 3.0673, -1.2422], [2.2110, 2.0652, -2.7965], [1.6092, 4.0964, 2.6999], [0.7872, 3.0942, 3.4590], [-0.2051, 3.5999, 4.3291], [1.8208, 4.9277, 3.3367], [0.9941, 4.5616, 1.9099], [2.5031, 3.6878, 2.2191], [1.3892, 2.5836, 4.1574], [0.3774, 2.3333, 2.7305], [-0.9530, 3.9738, 3.8437], [-0.7367, 0.3013, 4.5764], [-1.0387, 1.0221, 5.8794], [-2.1002, 1.9938, 5.7076], [0.2927, 0.2439, 4.3787], [-1.0789, 0.8847, 3.7279], [-1.1316, -0.7366, 4.5541], [-0.1015, 1.5046, 6.1921], [-1.3413, 0.3689, 6.6553], [-1.6633, 2.8041, 5.4355], [-2.2645, -5.2975, -2.3702], [-2.7235, -5.3053, -0.9468], [-2.9270, -4.0422, -0.4067], [-1.2417, -4.8394, -2.4191], [-2.7648, -4.6604, -3.0464], [-1.9567, -6.2554, -2.7053], [-1.8924, -5.7122, -0.4400], [-3.5714, -5.9118, -0.8127], [-3.2852, -3.4293, -1.0591], [-3.5004, -0.8490, -4.4198], [-3.2742, -0.7148, -2.9381], [-4.1665, -1.5696, -2.2230], [-4.3800, -0.4047, -4.7635], [-3.5930, -1.8611, -4.7970], [-2.7710, -0.4110, -5.0408], [-3.5170, 0.3638, -2.6773], [-2.2067, -0.7561, -2.7641], [-4.4620, -1.1087, -1.3689], [2.6165, -1.5765, -4.2740], [1.4538, -0.6528, -3.8289], [1.7218, 0.6932, -4.0324], [2.4008, -2.6426, -3.9916], [3.6510, -1.2745, -3.7339], [2.7289, -1.5473, -5.3883], [1.3814, -0.6333, -2.7171], [0.5301, -0.8452, -4.3909], [1.9093, 0.9407, -4.9311], [-1.1366, 0.7207, 0.3997], [-0.1222, 1.3040, -0.6653], [0.6644, 2.2706, 0.0166], [-1.6880, 1.4818, 0.8979], [-0.5935, 0.0299, 1.0766], [-1.8739, 0.1431, -0.2007], [-0.6777, 1.8040, -1.5081], [0.4394, 0.3908, -1.0143], [1.3790, 2.6468, -0.5496], [1.2300, -4.7477, 0.4592], [0.8384, -3.4958, -0.3836], [-0.2191, -2.7569, 0.2385], [1.5797, -4.5252, 1.4431], [2.0859, -5.2813, 0.0330], [0.2682, -5.2787, 0.5741], [0.5312, -3.7526, -1.3674], [1.7297, -2.8800, -0.4900], [-1.0508, -3.0969, -0.0791], [-3.4109, 4.3907, 1.2827], [-3.5002, 3.0948, 2.0216], [-2.3412, 2.9757, 2.8247], [-4.2987, 4.5904, 0.7364], [-2.6037, 4.3122, 0.4895], [-3.1167, 5.2747, 1.8446], [-3.6151, 2.3191, 1.2604], [-4.3413, 3.2084, 2.7367], [-2.4635, 2.4115, 3.6379], [3.3792, -1.6619, 1.7138], [2.5351, -0.4270, 1.4366], [3.1319, 0.3441, 0.4014], [4.2591, -1.5133, 2.2531], [3.6671, -2.2068, 0.8120], [2.7986, -2.3839, 2.2825], [2.5227, 0.2248, 2.3464], [1.4984, -0.5655, 1.2306], [2.4181, 0.8964, 0.0426]], "lowdin_charge": [-0.10, -0.31, -0.11, 0.09, 0.07, 0.06, 0.12, 0.12, 0.04, -0.08, -0.33, -0.10, 0.06, 0.08, 0.08, 0.09, 0.11, 0.07, -0.08, -0.26, -0.10, 0.04, 0.05, 0.09, 0.11, 0.09, 0.04, -0.07, -0.32, -0.06, 0.08, 0.06, 0.07, 0.09, 0.10, 0.06, -0.09, -0.32, -0.10, 0.05, 0.08, 0.06, 0.13, 0.09, 0.13, -0.08, -0.32, -0.10, 0.07, 0.11, 0.07, 0.11, 0.11, 0.10, -0.05, -0.29, -0.12, 0.02, 0.07, 0.07, 0.12, 0.10, 0.07, -0.06, -0.29, -0.08, 0.05, 0.08, 0.07, 0.08, 0.09, 0.03, -0.10, -0.32, -0.13, 0.06, 0.10, 0.08, 0.10, 0.13, 0.08, -0.07, -0.29, -0.09, 0.05, 0.07, 0.07, 0.12, 0.08, 0.04], "gap_ev": 9.978, "relative_energy_kj_mol": 264.7, "e_lumo_ev": 0.34, "homo_energy_ha": -0.354}

{"formula": "CH5IOSi", "method": "ωB97M-V/def2-TZVPD", "species": ["C", "Si", "O", "I", "H", "H", "H", "H", "H"], "xyz": [[0.6338, 0.6227, 0.5861], [-0.1617, -0.7197, -0.4952], [-1.7565, -0.5370, -0.1476], [0.2466, -0.1931, -2.8446], [1.4910, 1.2395, 0.0481], [0.0262, 1.7263, 1.0075], [1.1016, 0.2428, 1.5007], [0.3355, -2.2144, -0.4420], [-1.9166, -0.1672, 0.7870]], "lowdin_charge": [-0.31, -0.03, -0.30, 0.41, 0.04, 0.13, -0.01, -0.02, 0.09], "gap_ev": 10.266, "relative_energy_kj_mol": 94.9, "e_lumo_ev": 0.62, "homo_energy_ha": -0.354}

{"formula": "CH4F2P2", "method": "ωB97M-V/def2-TZVPD", "species": ["F", "C", "F", "P", "P", "H", "H", "H", "H"], "xyz": [[2.0630, 0.9607, -0.4010], [1.7630, -0.3162, -0.0209], [2.0366, -1.0752, -1.1598], [-0.0088, -0.4196, 0.2719], [-1.5981, 0.7467, -0.5398], [0.1156, -0.6480, 1.7003], [-0.3207, -1.6696, -0.1677], [-1.3321, 2.0411, 0.0904], [-2.7184, 0.3802, 0.2266]], "lowdin_charge": [-0.10, -0.59, -0.12, 0.61, 0.52, 0.00, -0.04, -0.11, -0.16], "gap_ev": 7.953, "relative_energy_kj_mol": 281.1, "e_lumo_ev": 0.36, "homo_energy_ha": -0.279}

{"formula": "C3H8NO3", "method": "ωB97M-V/def2-TZVPD", "species": ["C", "N", "C", "O", "O", "C", "H", "H", "H", "H", "H", "H", "H", "H", "O"], "xyz": [[-1.0035, 0.9787, 0.4503], [-0.3989, -0.3285, 0.0582], [0.8684, -0.5445, 0.8439], [1.5336, 0.4915, 1.0552], [1.0592, -1.7274, 1.1534], [-2.2874, 1.1460, -0.3565], [-1.2361, 1.0509, 1.5247], [-0.1976, 1.6532, 0.1765], [-1.0127, -1.1211, 0.2039], [-2.5296, 2.2041, -0.6012], [-3.1697, 1.0813, 0.2823], [-2.3031, 0.6232, -1.3043], [0.2451, -0.9174, -1.9566], [1.3728, 0.0480, -1.8617], [0.7764, -0.3335, -2.5009]], "lowdin_charge": [-0.27, -0.04, -0.80, -0.08, -0.07, -0.12, 0.11, 0.10, 0.09, 0.06, 0.05, 0.06, 0.00, 0.01, -0.09], "gap_ev": 8.292, "relative_energy_kj_mol": 74.5, "e_lumo_ev": 3.89, "homo_energy_ha": -0.162, "total_charge": -1}